# 1
Here is a structure of composition C5H3N5 in a non-equilibrium geometry from the OMol25 dataset. Energies are from ωB97M-V/def2-TZVPD.

The geometry in XYZ format:
```
13
Properties=species:S:1:pos:R:3:forces:R:3
N -2.53516 -3.13410 -0.02801 0.2 1.1 0.6
N -4.87267 0.84397 -0.04630 -1.0 -0.3 0.0
N -0.27959 -0.40450 0.10731 -1.4 1.2 -1.2
N -0.12705 0.91405 0.13524 1.4 0.8 0.3
N 0.87459 -1.11810 0.21871 2.6 0.7 1.3
C -3.72735 0.80660 -0.00330 -2.2 1.0 -0.1
C -2.40497 0.92206 0.06063 3.1 -6.7 -0.2
C -1.28851 1.59618 0.15611 2.3 0.6 -0.7
C -1.48461 -0.84500 -0.01857 -3.1 4.9 0.7
C -2.08005 -2.07318 0.11272 -0.2 -2.4 -0.9
H -1.13584 2.65832 0.03550 -0.3 0.2 0.5
H 1.45413 -0.33612 0.66831 -0.2 -2.0 -1.0
H 1.33878 -1.48487 -0.64982 -1.2 0.9 0.8
```
Positions in Å, forces in eV/Å.

Summary:
HOMO level (alpha / beta) (eV): -9.241 / -9.241
LUMO level (alpha / beta) (eV): -0.9418 / -0.9422

Formally, the Löwdin partial charges of the atoms, in units of the elementary charge, are as follows: 0.18, 0.18, -0.25, 0.05, 0.11, -0.26, -0.03, -0.14, -0.04, -0.19, 0.13, 0.13, 0.14

# 2
Here is a structure of composition C22H24N5OPtSSi from the OMol25 dataset. Energies are from ωB97M-V/def2-TZVPD.

The geometry in XYZ format:
```
55
Properties=species:S:1:pos:R:3:forces:R:3
Pt 0.66441 1.03663 0.44313 0.1 0.1 -0.2
S 3.98054 0.50592 0.48869 0.0 0.1 0.0
Si -2.00164 0.21823 -0.17344 0.1 -0.1 0.0
O 1.31191 -1.89701 -1.36944 0.0 0.0 -0.1
N -3.00226 3.36274 1.43984 0.0 0.0 0.0
N -1.62528 1.58116 0.99209 0.0 -0.1 -0.1
N -0.62969 -0.68382 0.15787 -0.1 0.0 0.2
N -1.06233 4.96218 -0.45257 0.0 0.0 0.1
N 0.25266 3.18521 -0.33035 -0.1 0.0 0.1
C -1.89366 2.91206 0.69328 0.0 0.1 0.1
C -0.41923 -2.04679 0.23875 0.0 0.0 -0.1
C 4.82556 -2.86649 -0.90036 0.0 0.0 0.0
C -2.10677 1.37064 2.39017 -0.1 0.0 0.1
C 5.36488 -2.38200 -2.08352 0.0 0.0 0.0
C -0.95366 3.67330 -0.00062 -0.1 0.0 -0.1
C 2.46266 0.78232 0.51414 0.0 -0.1 0.1
C 4.52995 -1.76958 -3.00848 0.0 0.0 0.0
C -2.08809 1.00605 -1.86237 0.0 0.0 0.0
C 0.12463 5.28684 -1.07842 0.0 0.0 0.0
C -0.95485 1.32880 3.39302 0.0 0.0 0.0
C -1.19752 -2.86493 1.06876 0.0 0.0 0.0
C 0.91190 4.17773 -0.99150 0.0 0.0 0.0
C -3.67700 -0.53088 0.18196 0.0 0.0 -0.1
C 3.47041 -2.74387 -0.63258 0.0 0.0 0.0
C 0.57142 -2.69352 -0.52141 0.0 0.0 0.0
C -0.07947 -4.85231 0.32109 0.0 0.0 0.0
C 2.64315 -2.13655 -1.57059 0.0 0.0 0.0
C -1.03954 -4.24040 1.11235 0.0 0.0 0.0
C 0.72303 -4.07020 -0.49670 0.0 0.0 0.0
C 3.17254 -1.64998 -2.75902 0.0 0.0 0.0
C -3.01840 2.53766 2.58932 0.0 0.0 -0.1
H 0.04797 -5.92648 0.33453 0.0 0.0 0.0
H -2.34197 0.23289 -2.59263 0.0 0.0 0.0
H -3.86436 -1.30340 -0.56933 0.0 0.0 0.0
H -1.12700 1.43314 -2.15282 0.0 0.0 0.0
H -0.35979 2.24040 3.32339 0.0 0.0 0.0
H 2.50684 -1.17116 -3.46489 0.0 0.0 0.0
H 5.46755 -3.33591 -0.16550 0.0 0.0 0.0
H -2.85420 1.78401 -1.92152 0.0 0.0 0.0
H -3.77060 -0.99867 1.16089 0.0 0.0 0.0
H -4.46216 0.22287 0.07987 0.0 0.0 0.0
H 4.93659 -1.38369 -3.93468 0.0 0.0 0.0
H -0.30968 0.47373 3.18961 0.0 0.0 0.0
H -1.66600 -4.83216 1.76777 0.0 0.0 0.0
H -1.93916 -2.38545 1.69597 0.0 0.0 0.0
H -3.08064 4.35838 1.59600 0.0 0.0 0.0
H -1.35223 1.24540 4.40644 0.0 0.0 0.0
H -2.64396 0.41830 2.44814 0.0 0.0 0.0
H -1.86448 5.55925 -0.37078 0.0 0.0 0.0
H -3.74688 2.68733 3.36669 0.0 0.0 0.0
H 3.06016 -3.09825 0.30250 0.0 0.0 0.0
H 0.29419 6.25120 -1.52142 0.0 0.0 0.0
H 6.42382 -2.47951 -2.28225 0.0 0.0 0.0
H 1.47208 -4.52931 -1.12881 0.0 0.0 0.0
H 1.91366 4.03795 -1.36027 0.0 0.0 0.0
```
Positions in Å, forces in eV/Å.

Summary:
HOMO level (alpha / beta) (eV): -6.407 / -7.115
Multiplicity: 4
LUMO level (alpha / beta) (eV): 0.2798 / -0.5923

Formally, the Löwdin partial charges of the atoms, in units of the elementary charge, are as follows: 0.99, 0.69, 0.33, 0.01, 0.07, -0.14, -0.18, 0.10, -0.02, -0.26, -0.29, -0.10, -0.37, -0.11, -0.30, -0.97, -0.09, -0.16, -0.08, -0.06, -0.04, -0.12, -0.16, -0.06, -0.21, -0.10, -0.29, -0.10, -0.03, -0.01, -0.03, 0.10, 0.04, 0.04, 0.02, 0.08, 0.12, 0.10, 0.03, 0.02, 0.04, 0.10, 0.06, 0.10, 0.09, 0.12, 0.08, 0.12, 0.15, 0.10, 0.12, 0.11, 0.10, 0.12, 0.11

# 3
Here is a structure of composition C22H18Co2NO6 in a non-equilibrium geometry from the OMol25 dataset. Energies are from ωB97M-V/def2-TZVPD.

The geometry in XYZ format:
```
49
Properties=species:S:1:pos:R:3:forces:R:3
Co 0.97125 -2.08308 0.91766 2.1 -1.8 1.1
Co -0.96942 0.61059 -0.10237 2.1 0.4 -3.2
O -1.58161 0.52535 -3.05722 1.6 -0.6 1.8
O -3.69425 1.40888 -0.07717 1.3 -0.4 -0.5
O 2.94083 -3.68866 -0.50848 -0.3 0.1 0.0
O 1.98910 -0.49011 3.15324 -0.1 -0.3 0.0
O 0.17874 -4.46937 2.32660 0.1 0.0 0.1
O -0.19525 2.58768 1.84756 -0.1 -1.0 -1.5
N 1.80445 2.22913 -1.32374 0.5 2.0 0.1
C -4.19962 -2.09877 2.98078 0.4 0.2 0.2
C -2.58382 1.06587 -0.15884 -3.2 0.9 1.2
C -3.04638 -1.53486 3.55246 0.5 0.0 -0.5
C -0.97828 0.35403 -2.02013 -4.2 3.2 -1.2
C -0.42158 1.78157 1.02453 0.1 0.8 2.6
C 3.20638 1.64146 0.65200 0.3 -0.2 0.2
C -4.18608 -2.45693 1.62738 0.0 0.1 0.8
C 1.60191 -1.08805 2.24705 0.5 1.0 -0.1
C -1.90490 -1.64529 1.37154 -0.5 0.4 0.4
C 0.96534 1.67806 -2.24242 -1.0 -0.2 1.4
C -0.75742 -1.28324 0.52742 1.3 -1.0 -1.5
C 0.15425 -1.33752 -0.51193 -3.7 1.4 1.6
C -3.06820 -2.23875 0.84500 0.6 0.3 0.2
C 1.77886 3.64038 -0.94262 -0.2 0.0 0.2
C 2.17424 -3.02594 0.04775 0.7 0.2 -0.1
C 2.47797 1.27237 -0.58155 -0.4 -1.2 -1.0
C 0.49468 -3.51482 1.76811 -1.0 -0.9 0.6
C -1.89796 -1.32724 2.75959 -0.3 0.0 0.1
C 0.62695 2.54539 -3.40913 -0.8 0.2 -0.6
C 2.21684 0.06593 -1.15307 2.5 0.7 1.7
C 0.22157 -0.93411 -1.94223 1.1 -5.0 -0.6
C 1.22430 0.19490 -2.20676 1.3 0.8 -2.9
H 1.56767 -0.04016 -3.22675 0.7 0.0 -0.1
H -0.99047 -0.89472 3.22627 -0.7 -0.3 -0.5
H -5.08185 -2.25030 3.60892 0.2 0.0 -0.3
H -3.05896 -2.50725 -0.19710 -0.1 0.0 -0.3
H -5.06729 -2.90435 1.20013 -0.2 -0.1 -0.2
H 2.78919 3.99630 -0.68134 -0.4 -0.2 -0.2
H 1.13030 3.78809 -0.05924 0.1 -0.1 -0.3
H 2.50505 1.91821 1.45369 0.1 0.0 -0.3
H 1.36689 3.35191 -3.60484 -0.2 -0.7 0.3
H -3.01701 -1.25200 4.62103 -0.1 -0.2 -0.7
H 0.84586 -1.67232 -2.63151 0.3 -0.1 1.3
H 1.38287 4.27435 -1.75610 0.3 -0.5 0.4
H 3.88868 2.48125 0.48270 0.0 -0.1 0.1
H -0.33856 3.04452 -3.19786 0.3 -0.2 -0.4
H 0.53608 1.97161 -4.34667 -0.2 0.1 0.4
H -0.55335 -1.63067 -2.40556 -0.5 1.8 0.0
H 2.77783 -0.83559 -0.90155 -0.7 0.4 0.0
H 3.77419 0.77629 1.00479 0.0 0.2 0.0
```
Positions in Å, forces in eV/Å.

Summary:
HOMO level (eV): -2.995
LUMO level (eV): 2.1560
Charge: -1

Formally, the Löwdin partial charges of the atoms, in units of the elementary charge, are as follows: 0.04, 0.18, 0.02, 0.08, 0.08, 0.07, 0.10, 0.04, -0.10, -0.12, -0.20, -0.09, -0.27, -0.17, -0.02, -0.10, -0.17, -0.23, -0.21, -0.21, -0.21, -0.04, -0.02, -0.20, -0.26, -0.20, -0.03, -0.04, -0.01, -0.30, -0.28, 0.15, 0.11, 0.09, 0.11, 0.09, 0.09, 0.08, 0.08, 0.08, 0.10, 0.17, 0.08, 0.07, 0.10, 0.09, 0.20, 0.11, 0.09

# 4
Here is a cluster of 9 separate species, C34H46N8O in total in a non-equilibrium geometry from the OMol25 dataset. Energies are from ωB97M-V/def2-TZVPD.

The geometry in XYZ format:
```
89
Properties=species:S:1:pos:R:3:forces:R:3
O 18.26882 -31.45204 15.90120 -0.1 0.1 0.3
N 11.52453 -30.30968 17.15011 -0.1 0.3 0.5
N 15.86244 -33.18797 12.89223 0.1 0.0 -0.2
N 16.52703 -33.14809 18.81679 -0.2 -0.3 -0.3
N 16.13662 -31.98622 22.11853 0.4 0.8 -0.2
N 17.50979 -26.16831 21.82726 -0.4 0.1 0.0
N 18.01345 -35.45609 12.33451 -0.5 0.2 -0.7
N 23.26316 -27.82746 17.86155 -0.2 0.3 0.3
N 18.13009 -30.27822 12.65730 0.0 0.6 -0.1
C 21.91508 -27.59872 17.96779 0.2 -0.7 0.1
C 22.46068 -27.86800 15.80818 0.6 -0.1 0.1
C 19.01690 -29.33515 13.09654 -0.3 0.0 0.5
C 17.29804 -26.72640 20.58814 -0.1 1.0 -0.1
C 13.89997 -32.24801 12.43804 0.5 0.0 0.1
C 18.23907 -29.74823 17.72760 0.5 0.3 -0.1
C 19.22876 -28.42265 12.09017 0.4 0.1 1.0
C 17.88538 -33.08542 18.89562 -0.5 0.2 0.4
C 12.49462 -29.36189 17.31025 0.2 -0.6 0.3
C 18.08742 -35.54901 13.69836 0.9 -1.0 -0.4
C 18.59134 -34.30235 11.88416 0.7 0.5 1.3
C 17.58215 -30.36921 16.50079 -1.0 0.6 0.6
C 14.46666 -31.41917 20.77826 0.5 0.1 -0.8
C 13.69039 -30.04188 17.38821 0.5 1.1 -0.4
C 13.45459 -31.41544 17.21229 -1.2 -0.3 0.1
C 19.13188 -33.69052 13.01580 0.1 0.2 -0.4
C 17.32786 -34.43730 17.20548 -1.2 -0.3 -0.2
C 16.16377 -26.12146 20.08177 0.4 -1.0 -0.3
C 15.60029 -25.29109 21.07765 0.6 0.4 -0.3
C 18.40666 -33.87389 17.90701 0.7 0.2 0.2
C 18.43707 -28.82113 11.01074 -0.7 -0.6 -0.9
C 18.89066 -34.52059 14.12888 -1.0 -0.1 0.1
C 12.07571 -31.55665 17.15127 0.2 -0.1 -0.3
C 16.57677 -30.89641 21.39577 -0.5 -0.6 0.0
C 21.38691 -27.67486 16.70544 -0.2 0.6 -0.1
C 23.62077 -27.95064 16.55282 -0.5 -0.3 -0.4
C 15.58281 -30.57700 20.50640 0.2 0.6 0.5
C 16.49596 -25.29986 22.11454 -0.1 0.0 0.5
C 14.85856 -32.30835 21.74135 0.0 -0.1 0.6
C 14.87629 -33.10316 11.95978 -0.8 -0.1 0.0
C 15.58888 -32.35566 13.93796 0.0 0.1 -0.4
C 16.14984 -33.95612 17.76511 1.0 -0.1 0.8
C 17.73439 -29.94563 11.38665 0.4 -0.4 0.1
C 14.39879 -31.72030 13.65382 0.4 0.0 0.7
H 19.15900 -34.32917 15.15147 0.1 0.1 0.0
H 18.38601 -28.41336 10.01311 0.0 0.2 0.1
H 18.51046 -34.00029 10.85573 0.1 0.0 0.0
H 13.56423 -31.36854 20.19130 -0.2 -0.3 0.2
H 14.64943 -29.55761 17.49285 0.0 -0.1 -0.1
H 15.63371 -29.77571 19.78749 -0.1 0.0 0.0
H 19.28411 -29.33077 14.14265 0.3 0.0 -0.1
H 17.57893 -36.09991 11.69743 -0.2 -0.2 0.3
H 18.31724 -32.46553 19.66205 0.3 -0.1 -0.1
H 19.58188 -32.71968 13.15621 0.2 0.0 -0.6
H 12.90466 -32.09558 12.05731 0.2 0.2 -0.4
H 19.24538 -29.42281 17.45056 0.1 -0.2 0.2
H 15.85170 -26.26412 19.05847 -0.3 0.0 0.1
H 16.56933 -30.69059 16.77767 0.0 -0.1 -0.1
H 18.04421 -32.22110 16.45704 0.4 0.1 -0.3
H 15.10955 -34.18126 17.61453 0.0 -0.1 -0.2
H 16.31276 -32.26889 14.73323 -0.2 0.1 0.1
H 16.68726 -32.34382 22.87586 -0.3 -0.4 0.1
H 17.71423 -36.45038 14.15881 0.0 0.2 0.2
H 11.42360 -32.41394 17.13055 0.2 -0.1 -0.3
H 22.38480 -27.95467 14.73693 0.1 0.1 0.0
H 19.45997 -33.96869 17.69510 0.0 -0.2 0.0
H 24.63653 -28.11688 16.24020 0.0 0.0 0.1
H 15.90201 -32.75921 19.51245 0.0 0.2 -0.3
H 20.37422 -27.48122 16.39130 -0.1 -0.1 0.2
H 17.73272 -30.98006 13.26111 -0.1 -0.1 -0.1
H 14.02208 -30.91430 14.26480 -0.4 -0.2 0.0
H 19.84346 -27.54420 12.19836 0.1 0.0 -0.2
H 10.54836 -30.08679 17.20632 -0.1 -0.2 -0.1
H 17.72844 -28.83465 18.04852 -0.3 0.0 -0.3
H 21.49324 -27.55699 18.95860 -0.3 0.2 -0.1
H 14.33014 -33.10169 22.24212 0.0 0.0 -0.1
H 14.90402 -33.63591 11.02315 0.1 -0.2 0.1
H 12.22737 -28.32829 17.44375 0.2 0.1 -0.1
H 18.25786 -30.38094 18.61384 0.2 -0.3 -0.2
H 17.43502 -29.55312 15.78900 0.2 -0.3 -0.4
H 17.38613 -35.18794 16.43650 0.0 0.2 -0.2
H 23.84769 -27.92018 18.66977 0.3 0.0 -0.1
H 17.52866 -30.44999 21.62685 0.1 0.0 -0.2
H 14.74157 -24.65571 20.95218 -0.1 0.0 0.2
H 18.19541 -26.37908 22.52619 0.3 -0.3 -0.3
H 18.03829 -27.32512 20.08628 0.0 -0.2 0.1
H 16.67002 -33.78808 12.82865 -0.1 0.2 0.0
H 16.54387 -24.76238 23.04904 -0.3 0.0 0.0
H 17.06498 -30.58302 10.83274 -0.1 0.1 0.0
H 14.16454 -32.20264 17.03234 0.1 0.0 0.3
```
Positions in Å, forces in eV/Å.

Summary:
HOMO level (eV): -7.554
Structure (SMILES): c1cc[nH]c1.c1cc[nH]c1.c1cc[nH]c1.c1cc[nH]c1.c1cc[nH]c1.c1cc[nH]c1.c1cc[nH]c1.c1cc[nH]c1.CCO
LUMO level (eV): 0.4919

Formally, the Löwdin partial charges of the atoms, in units of the elementary charge, are as follows: -0.10, 0.00, 0.02, 0.05, 0.01, 0.00, -0.02, -0.01, 0.03, -0.14, -0.11, -0.15, -0.14, -0.11, -0.07, -0.12, -0.15, -0.12, -0.14, -0.13, -0.32, -0.11, -0.13, -0.12, -0.10, -0.12, -0.12, -0.10, -0.13, -0.13, -0.10, -0.13, -0.14, -0.13, -0.13, -0.12, -0.15, -0.14, -0.14, -0.14, -0.10, -0.13, -0.11, 0.08, 0.09, 0.11, 0.09, 0.08, 0.08, 0.10, 0.15, 0.10, 0.09, 0.09, 0.06, 0.09, 0.09, 0.03, 0.10, 0.09, 0.14, 0.11, 0.11, 0.09, 0.10, 0.10, 0.09, 0.09, 0.10, 0.09, 0.09, 0.14, 0.06, 0.10, 0.11, 0.10, 0.11, 0.04, 0.11, 0.08, 0.14, 0.11, 0.09, 0.14, 0.09, 0.08, 0.11, 0.10, 0.07

Computed values of relative energy (zero: lowest compared OMol25 entry of this formula, charge and spin) (unit: kJ/mol) for the preceding records, in sequence: 422.5, 0.0, 569.2, 0.0.
Computed values of energy (unit: eV) for the preceding records, in sequence: -12678.1532, -54658.8398, -112126.7228, -49969.9091.